C4I4S in the gas phase in a non-equilibrium geometry, computed with wB97M-V/def2-TZVPD.

## Properties
Largest force on an atom, eV Å⁻¹: 2.461
Structure (SMILES): Ic1sc(I)c(I)c1I
Energy, eV: -47383.80694
LUMO, eV: -1.48
Charge: 0

Geometry (Å):
I -0.377 2.835 2.294
C -0.885 -1.115 -0.178
C 0.652 0.655 0.102
C -0.335 1.017 0.973
I 2.504 1.858 -0.394
I 1.567 -1.580 -2.212
C 0.329 -0.571 -0.621
S -1.681 -0.101 1.047
I -1.773 -2.999 -1.012



2 unconnected molecules or ions with the total composition C4Si in a non-equilibrium geometry, computed with wB97M-V/def2-TZVPD.

## Properties
Largest force on an atom, eV Å⁻¹: 6.070
Energy, eV: -12011.74613
LUMO (alpha / beta), eV: -3.00 / -3.31
Charge: 0

Geometry (Å):
C -1.256 -1.758 0.989
Si 0.170 0.312 -0.126
C 1.786 2.452 -1.556
C -1.789 -2.578 1.640
C 1.089 1.571 -0.947



5 unconnected molecules or ions with the total composition C50H100ClF4N8O12P2 in a non-equilibrium geometry, computed with wB97M-V/def2-TZVPD.

## Properties
Largest force on an atom, eV Å⁻¹: 5.560
Energy, eV: -131907.61425
LUMO, eV: -4.28
Charge: +1

Geometry (Å):
H 3.327 3.322 -0.058
Cl -2.663 -8.070 -0.893
H 0.157 -4.105 7.269
C 5.523 -4.867 3.743
F -4.895 -4.528 2.326
H 1.435 -0.739 3.760
O -6.093 -1.127 3.924
H 3.219 9.303 0.719
C -1.271 -6.921 -1.220
H 1.119 -10.416 -6.601
H -0.236 -1.986 7.002
P 0.527 -1.942 1.654
H 1.831 0.230 2.159
H 6.097 -3.112 1.838
H 6.571 -4.973 4.033
O -0.719 -8.779 -4.197
H 1.667 -3.093 4.735
H -6.821 -1.621 1.152
H -1.054 3.186 1.109
F -2.408 -1.051 -3.488
H 8.414 -2.921 0.199
N -2.079 -1.256 2.695
H -4.317 -1.116 5.018
H -4.153 13.500 -2.092
H 2.529 -9.763 -4.098
H -0.891 -0.822 -1.424
C 5.798 -2.619 4.517
C -2.253 1.318 1.859
H -0.544 -2.589 -1.421
O -1.757 2.172 3.004
H 1.854 -8.171 -3.785
H -1.711 -2.739 5.338
H -0.166 8.030 -0.838
H 2.852 5.988 -0.925
C 0.956 -4.306 6.474
H -3.381 0.913 1.868
N 6.600 -2.274 2.108
H -4.750 11.018 -2.435
H -7.811 0.152 -0.593
C 0.754 7.553 -0.492
C 0.761 -7.288 -8.708
H -2.411 15.179 -2.126
C -1.390 -0.993 3.981
C 1.992 -9.767 -6.737
H 0.999 -6.756 -7.783
H -0.412 -6.994 -0.473
H -0.649 -0.108 3.916
N 1.974 -8.654 -5.786
C 2.623 3.896 0.556
C -7.474 2.284 2.451
N -2.166 -3.622 2.246
C 3.929 7.414 0.032
H -3.830 10.170 -3.667
H -3.487 9.240 -1.429
C 0.371 -9.689 -4.077
H -0.391 -3.094 4.115
H 7.667 -4.788 -0.894
H -0.221 -6.958 -9.052
C -4.673 -1.238 3.923
H -2.266 11.929 -3.688
P -3.792 -1.132 -0.051
O 4.913 -3.718 4.313
H 5.428 -4.845 2.655
H -0.271 -4.157 0.002
N -4.085 -2.525 3.431
H -0.126 0.866 1.470
H 9.637 -3.562 1.300
H 0.564 7.115 0.491
C -0.596 10.564 -2.142
H 1.243 -8.004 -6.053
H 6.844 -6.032 0.064
C -2.864 -2.513 2.834
C -7.585 0.482 0.480
H 1.855 -4.823 6.949
C 1.374 3.679 -1.454
H 2.798 -8.563 -8.368
C -1.392 -1.837 -1.192
C 7.139 -4.981 0.046
H -0.701 11.271 -1.316
O 0.702 -8.688 -8.488
H 2.719 -1.309 2.590
H -2.320 -8.423 -5.411
C -3.736 10.845 -2.811
F -5.959 -3.890 4.191
C 1.677 -0.807 2.652
H 1.497 -7.045 -9.481
C -3.137 13.172 -2.334
C 0.237 -1.855 5.960
H 6.236 -4.367 0.103
H 0.178 -10.609 -4.638
C -2.029 2.962 1.649
C -7.848 1.919 0.988
C -1.256 -1.192 1.457
C 2.786 8.318 0.515
C 5.949 -1.706 3.290
H -0.782 -7.868 -6.055
H 0.349 3.716 -1.830
H -2.358 -4.564 2.581
C -2.334 -3.489 0.739
C -0.473 13.985 -4.280
H -2.948 3.633 1.691
H -1.262 0.666 0.017
O -3.177 -2.992 -2.599
H 5.341 -2.018 5.310
H 4.315 7.833 -0.903
H -3.014 -5.406 -1.224
F -3.870 -4.595 4.464
H 0.609 13.840 -4.250
H 2.434 -2.524 6.330
H -4.288 -0.300 3.382
N -3.703 0.287 -0.772
C -1.263 -8.680 -5.506
C -6.867 1.256 3.444
N -3.199 12.104 -3.332
C -2.914 10.123 -1.732
H -4.632 -2.098 -0.708
O 7.986 -4.743 1.159
O 1.359 -2.009 0.149
H 2.350 7.982 1.462
H 1.982 4.372 -2.040
H 6.760 -2.958 4.914
C 3.199 5.259 0.941
N 3.604 6.012 -0.245
H 4.067 5.113 1.590
H -1.166 -5.405 0.976
C -2.409 -2.040 -2.441
C -2.334 14.364 -2.853
H 8.590 -1.688 2.417
H 4.750 7.453 0.756
C -6.606 -0.217 2.958
C -4.719 -3.865 3.558
H -1.470 -4.863 -2.045
H 2.894 -10.365 -6.575
C -1.874 -5.420 -1.114
H -1.187 -9.617 -6.063
C -6.993 -0.533 1.498
H 4.945 -1.402 2.974
C 1.472 -2.907 5.845
O -1.662 9.626 -2.198
H 4.979 -5.746 4.096
C 8.009 -2.610 2.321
H -6.631 1.533 4.525
H -4.071 1.047 -0.187
H 0.568 -0.763 5.892
C -1.330 -4.595 0.160
C -1.057 0.347 1.084
H -0.835 -7.041 -2.274
H 1.748 2.657 -1.574
H 2.443 3.324 1.473
H -8.310 2.689 0.296
O 1.355 4.054 -0.085
H -0.918 13.150 -4.828
H -2.200 -0.565 4.698
C 8.560 -3.433 1.156
H -0.680 14.927 -4.798
H -3.404 -3.775 0.423
H -4.398 -0.903 1.241
H 0.393 -9.982 -3.021
H 2.430 5.797 1.507
H -7.683 3.340 2.835
C -2.061 -1.957 0.244
C -0.813 -2.265 4.778
H 1.005 6.775 -1.216
H -2.732 14.732 -3.804
H -0.514 11.096 -3.092
H -2.786 10.723 -0.825
H 0.333 10.008 -2.002
H 8.140 -3.199 3.235
C 1.975 -9.260 -8.179
O -0.948 14.027 -2.944
O 1.774 8.541 -0.462
H 0.460 -4.986 5.681
H 6.476 -0.792 3.584
H 2.106 -10.115 -8.849
C 1.738 -9.069 -4.402
H -2.658 12.824 -1.412
H 1.750 -1.142 -0.103



14 unconnected molecules or ions with the total composition C50H112O42S6 in a non-equilibrium geometry, computed with wB97M-V/def2-TZVPD.

## Properties
Largest force on an atom, eV Å⁻¹: 8.801
Energy, eV: -204669.15772
LUMO, eV: 0.11
Charge: 0

Geometry (Å):
C 2.004 -6.088 0.953
H 0.665 -3.522 5.310
C -2.518 2.257 -5.317
C -3.622 4.222 -4.721
O -0.224 -7.984 3.201
C -2.575 -0.419 -1.061
H 4.372 2.852 4.890
H -3.559 -0.540 -0.598
H 5.725 -2.459 -6.786
C 3.332 2.673 5.176
H -5.510 2.072 -3.734
O -2.607 4.680 -4.247
H 3.905 -0.496 -0.179
C 6.469 -4.349 -5.978
H 9.018 -2.950 3.546
C 2.557 -6.741 -0.299
H -1.067 -0.389 8.431
H 6.884 -3.256 -7.740
O 4.132 6.215 1.331
C 3.395 7.165 6.410
O -0.582 -2.579 -3.669
H -4.857 -4.406 -1.653
H -0.579 -4.908 1.618
S 4.305 4.756 1.255
O 5.220 4.413 0.026
H 2.228 0.124 -3.821
H -7.358 3.423 -4.298
H 4.839 3.499 -2.493
C 1.250 -0.231 1.567
H -1.532 0.850 -4.121
C 6.032 -3.450 -7.078
H 1.229 3.670 -5.708
O -3.266 -3.318 1.893
H 2.677 -3.811 -6.801
H -8.179 -1.258 0.954
O 0.198 -4.453 -2.825
H -0.146 -3.122 3.816
C -4.542 1.756 0.995
H 0.546 0.752 -3.810
H 2.937 8.103 6.083
C 5.625 4.220 -2.271
H 1.777 -6.935 -1.041
H -2.508 -1.116 -1.904
H -3.273 1.070 -3.814
H -1.542 -1.638 9.425
H 2.852 1.894 3.312
H -6.169 -2.021 -5.459
H 5.311 -3.991 -7.689
H 7.280 -1.285 4.286
S 0.168 -6.704 2.744
H 1.065 -0.418 -2.582
C -5.278 -2.626 -5.252
H 1.690 -5.058 0.790
S -0.041 -1.362 5.327
H 3.378 -6.144 -0.670
H -4.964 -2.574 -1.277
O -1.966 4.200 4.701
O 1.869 -1.693 -0.420
H -2.712 -0.968 8.152
H -2.239 2.242 -3.172
O -3.720 3.091 -5.343
O 5.703 -2.490 -4.191
H -5.739 6.635 -4.640
H -1.963 -1.807 0.457
H 2.963 -7.718 -0.025
H -2.032 6.117 5.907
H -1.353 8.543 5.544
C -1.679 -0.836 0.067
C -4.002 -2.599 4.166
H -1.767 -3.245 7.730
H 0.987 -4.081 -7.408
H 2.680 -5.999 1.796
C -3.916 -1.876 -5.318
H -1.872 3.317 2.107
C 5.058 -1.244 2.771
H -5.296 5.988 -3.057
H -3.962 -3.667 4.441
H 0.366 7.958 5.604
H -2.437 0.648 -1.274
H 4.484 -2.898 -1.791
O 2.635 3.994 5.119
H -3.126 -2.610 -5.141
O 0.930 -6.970 1.408
H -5.811 -3.746 -0.311
H -8.380 2.692 -2.995
H -0.880 2.425 3.255
C -6.456 1.801 -3.284
O 6.332 -1.392 2.468
C -5.428 1.833 -1.211
H 5.225 0.510 0.349
O -6.670 -3.480 -2.079
H 6.095 5.920 -1.084
O 0.467 -2.667 1.330
H 8.285 -2.964 1.933
C -6.655 -3.250 -3.391
C 1.039 4.367 -4.896
C 0.120 -3.578 -3.740
C 5.078 -3.571 -4.276
H 3.460 7.058 7.496
O 5.398 -4.548 -5.061
H 3.510 -1.943 -2.919
C 4.789 -0.461 0.438
C -0.522 -4.273 -1.578
H 0.808 4.387 -2.832
H 0.039 4.827 -5.056
H -8.103 -3.027 1.007
C -6.633 -1.838 2.068
O 0.821 -0.737 6.329
O 4.481 -1.548 3.790
O -0.659 -0.469 4.378
H -4.598 1.192 1.909
C -0.988 4.781 4.196
H -7.009 -1.966 -0.039
H 4.387 5.664 -1.296
C 2.632 1.671 4.355
C 0.532 -2.732 4.571
O -0.333 -1.044 -0.332
H -6.941 3.786 -2.688
H -1.681 2.916 -5.577
O 1.018 -5.950 3.599
O -1.323 -1.980 6.123
O 2.741 6.054 5.812
O -5.549 -2.721 2.230
C 3.706 -2.948 -2.530
H 5.863 4.940 -3.020
C 0.832 3.658 -3.622
H -1.760 -5.455 2.885
O -6.294 1.281 -1.997
C 2.893 3.834 0.981
H -3.711 -1.402 -6.292
H -0.084 3.095 -3.676
C -1.170 -2.364 7.526
S -4.091 -2.342 2.620
H 6.595 -2.857 3.913
C -5.413 -3.558 -1.308
H -1.515 -3.970 -1.871
O -3.845 -0.932 2.326
C 1.087 -2.860 -5.728
H 1.355 0.648 0.902
S 0.862 -1.501 0.587
H -1.613 -6.384 1.361
C -7.377 2.981 -3.287
H -0.537 5.770 6.661
H 1.787 -2.513 -7.633
O 1.990 2.829 -3.272
O -0.455 5.899 4.629
O 4.972 4.099 2.356
H -1.736 -0.041 0.853
H 3.268 2.827 0.909
H 3.382 2.344 6.207
S 1.893 1.693 -2.215
C -0.635 7.892 6.050
H -0.066 -3.514 -0.966
C 8.461 -2.354 2.820
H -6.858 0.949 -3.835
H 2.447 4.212 0.055
H 4.432 7.119 6.127
H -2.624 1.623 -6.198
H 6.529 3.707 -2.014
H 6.746 -5.371 -6.248
H 1.823 5.122 -4.974
H -4.106 6.716 -4.115
H 7.336 -3.828 -5.551
O -4.733 2.809 -1.442
C -2.347 1.581 -4.029
C 1.390 0.436 -3.207
H 2.187 -0.463 2.111
H 1.809 -2.244 -5.202
H 5.420 -1.275 0.057
H 2.988 0.684 4.637
H -6.241 -0.822 2.052
C 3.352 4.932 5.787
H 2.249 3.925 1.832
C 1.685 -3.378 -6.974
H -0.243 2.894 1.622
O -5.401 -3.041 -3.903
O -0.308 4.362 3.146
H 1.507 -2.534 4.139
O -7.694 -3.239 -4.056
H -3.941 -1.163 -4.494
H -0.127 -2.645 7.649
H -0.522 8.312 7.047
C -4.965 6.076 -4.092
C -7.508 -2.127 0.913
H 2.798 -3.253 -1.969
O 0.853 -3.938 -4.822
C -1.695 -1.295 8.400
O 4.351 -0.694 1.780
H 0.400 -0.148 2.241
H -4.870 2.776 1.155
H -3.098 -2.134 4.548
O 3.237 1.493 -1.800
O 4.438 4.730 6.336
O 4.025 -3.857 -3.587
H -4.907 -2.150 4.599
H 9.038 -1.485 2.549
O 0.957 2.096 -1.160
H -7.243 -1.892 2.974
H -0.476 -5.176 -1.013
C 7.128 -2.010 3.463
O -4.805 4.832 -4.735
C -1.080 -5.763 2.074
O -5.419 1.212 -0.043
C -0.981 6.377 5.889
C -0.844 3.200 2.479
H 1.522 1.720 4.360
H -3.512 1.825 0.624
H -5.357 -3.507 -5.905
C 5.354 5.138 -1.174
H 0.165 -2.318 -5.895



- The lowest energy belongs to which entry?
  C50H112O42S6



- energy of number 2 (C4Si)?
  -12011.74613 eV



- charge of number 2 (C4Si)?
  0